A 2-piece molecular cluster, C19H35F10N3OP2S overall at a distorted geometry. Source: OMol25; level of theory: the ωB97M-V functional and the def2-TZVPD basis.

XYZ file:
```
71
Properties=species:S:1:pos:R:3:lowdin_charge:R:1
C 1.6934 -4.7482 1.4360 0.07
C 2.8272 -4.2488 0.9201 -0.11
N 2.9023 -3.1558 -0.0505 0.07
C 3.2832 -1.9740 0.5313 -0.31
N 4.3083 -1.9630 1.4146 0.20
N 2.5902 -0.9092 0.1075 0.02
C 3.4622 0.3114 -0.0142 -0.11
C 2.7798 1.6468 -0.2683 -0.18
C 1.7263 2.1317 0.7404 -0.18
C 0.8702 3.1806 0.0034 -0.22
C -0.2460 3.8120 0.8308 -0.19
C -1.3882 2.8187 1.0993 -0.20
C -2.2335 2.5036 -0.1396 -0.21
C -3.1870 1.3299 0.1793 -0.16
C -4.4071 1.2681 -0.7468 -0.21
O -4.4091 0.0245 -1.4567 -0.21
C -5.7113 -0.4366 -1.7665 -0.12
C 1.6877 -1.3013 -0.9900 -0.39
C 1.9176 -0.6980 -2.3822 -0.14
C 0.7960 0.2282 -2.9055 -0.19
C 1.2475 0.8091 -4.2432 -0.19
F 0.2437 1.6537 -4.7129 -0.04
P -0.0493 -0.9242 -0.2235 0.52
S -0.0106 -1.4498 1.6648 0.30
C 1.7012 -2.8561 -0.8220 -0.20
C 1.7105 -3.7035 -2.0997 -0.50
F 0.6330 -3.3626 -2.8809 0.13
F 2.8444 -3.5511 -2.8449 0.13
F 1.5807 -5.0270 -1.7873 0.14
H 1.6353 -5.0826 2.4649 0.08
H 0.7937 -4.8343 0.8321 0.07
H 3.7851 -4.6882 1.1784 0.12
H 5.2503 -2.1724 1.1336 0.13
H 4.1530 -1.7028 2.3754 0.14
H 4.0890 0.4122 0.8649 0.12
H 4.1484 0.1422 -0.8518 0.13
H 3.5920 2.3808 -0.2476 0.13
H 2.3432 1.7120 -1.2679 0.09
H 1.0836 1.3266 1.1046 0.06
H 2.2134 2.6053 1.5950 0.13
H 1.5540 3.9276 -0.4154 0.12
H 0.3911 2.6907 -0.8517 0.08
H -0.6784 4.6065 0.2084 0.11
H 0.1202 4.2801 1.7462 0.11
H -2.0593 3.2535 1.8416 0.13
H -0.9817 1.8745 1.4741 0.10
H -2.8157 3.3699 -0.4628 0.11
H -1.6237 2.1827 -0.9948 0.09
H -3.5463 1.4914 1.1976 0.12
H -2.6755 0.3683 0.1367 0.08
H -5.3188 1.3099 -0.1429 0.12
H -4.4061 2.0894 -1.4730 0.12
H -6.4199 0.3859 -1.8972 0.08
H -5.6537 -1.0195 -2.6883 0.08
H -6.0752 -1.1047 -0.9771 0.09
H 2.0187 -1.4677 -3.1439 0.11
H 2.8412 -0.1158 -2.4414 0.11
H -0.0932 -0.3856 -3.0723 0.12
H 0.6177 1.0799 -2.2512 0.07
H 1.4743 0.0390 -4.9822 0.13
H 2.1105 1.4575 -4.0526 0.13
H -0.9755 -1.7279 -0.9130 0.02
H -0.3711 0.4330 -0.3512 -0.03
H 0.7652 -3.1693 -0.3455 0.08
F -4.3243 0.0326 4.4886 -0.22
P -2.9272 0.3781 5.3046 0.35
F -1.4077 -0.1271 5.7282 -0.23
F -2.3425 0.2496 3.7539 -0.26
F -3.3028 -0.9532 6.2028 -0.21
F -3.9103 1.1803 6.3527 -0.21
F -2.2342 1.8830 5.2465 -0.23
```

Summary:
LUMO   -1.71 eV
Frontier orbital gap   7.75 eV
Strongest force on any atom   2.89 eV/Å
Net charge   0
Molar mass   605.50 g mol⁻¹

One molecule with the formula C19H35F2IO6 at a distorted geometry. Source: OMol25; level of theory: the ωB97M-V functional and the def2-TZVPD basis.

XYZ file:
```
63
Properties=species:S:1:pos:R:3:lowdin_charge:R:1
C -3.1656 -0.8464 -3.6281 -0.12
C -3.0289 -2.4237 -3.0886 -0.13
C -3.8264 -2.4744 -1.6571 -0.25
O -4.9147 -1.6620 -1.5516 -0.03
O -3.5187 -3.3364 -0.5063 -0.11
C -2.4660 -2.7728 0.3543 -0.16
C -2.8248 -1.3311 1.0435 -0.08
C -1.4789 -0.3914 1.3647 -0.19
O -0.3290 -1.2020 1.7937 -0.17
C 0.3899 -0.6051 2.9291 -0.18
C 2.0000 -0.7058 2.6333 -0.21
C 2.9105 0.4653 3.3315 -0.69
C 4.2905 -0.2777 3.9157 -0.23
I 3.6796 1.9632 1.8660 0.77
C -1.1015 0.4618 -0.0214 -0.22
O -1.2238 1.9183 0.1358 -0.12
C -0.3689 2.4538 1.2004 -0.16
C -0.2350 4.0831 0.9300 -0.31
C 1.0695 4.3848 -0.0480 -0.07
O -0.0062 4.8244 2.1959 -0.13
O 0.2460 0.0287 -0.4039 -0.11
C 0.2609 -0.8847 -1.5504 -0.27
C 1.3236 -2.1078 -1.3070 -0.12
C 2.8650 -1.6651 -1.0055 -0.15
F 3.1463 -0.2154 -1.0591 -0.15
C 0.6450 -0.1355 -2.9960 -0.10
C 0.2606 1.4574 -3.0256 -0.13
F -1.1856 1.7593 -2.9245 -0.12
H -2.9973 -0.1239 -2.7200 0.07
H -2.4072 -0.5941 -4.4888 0.08
H -4.2676 -0.7251 -4.0687 0.10
H -3.6679 -3.0608 -3.8610 0.13
H -1.9104 -2.7862 -3.0452 0.11
H -1.4151 -2.7941 -0.2094 0.12
H -2.3324 -3.5461 1.2541 0.15
H -3.5632 -0.6542 0.4396 0.12
H -3.3188 -1.5667 2.0908 0.13
H -1.8344 0.3287 2.2470 0.16
H 0.1593 -1.1935 3.9417 0.14
H 0.1433 0.5183 3.1427 0.11
H 2.3898 -1.7414 3.0758 0.13
H 2.1460 -0.6145 1.4759 0.08
H 2.3932 1.0271 4.2268 0.10
H 4.0620 -1.1026 4.7134 0.08
H 5.0657 0.5370 4.3163 0.08
H 4.8550 -0.7949 2.9997 0.08
H -1.9536 0.1484 -0.7969 0.16
H 0.6542 1.9095 1.3523 0.09
H -0.9812 2.3541 2.2166 0.13
H -1.2506 4.4682 0.4494 0.17
H 2.0284 4.6369 0.6143 0.07
H 1.3279 3.3427 -0.5650 0.06
H 0.8359 5.2255 -0.8344 0.09
H 0.8614 4.5211 2.6204 0.10
H -0.7894 -1.4085 -1.7704 0.12
H 0.9497 -2.7255 -0.3565 0.12
H 1.3319 -2.9059 -2.1937 0.13
H 3.5780 -2.2412 -1.7674 0.13
H 3.1850 -2.0568 0.0727 0.12
H 1.7736 -0.3537 -3.3183 0.13
H -0.0106 -0.6582 -3.8451 0.11
H 0.9332 2.0026 -2.2384 0.11
H 0.6128 1.8653 -4.0909 0.13
```

Summary:
LUMO   0.18 eV
Frontier orbital gap   9.63 eV
Strongest force on any atom   8.84 eV/Å
Net charge   0
SMILES   CCC(=O)OCC[C@@H](OCC[C@@H](C)I)[C@@H](OC[C@H](C)O)OC(CCF)CCF
Molar mass   524.38 g mol⁻¹

C19H35I2O2P2Pr as an isolated structure at a distorted geometry. Source: OMol25; level of theory: the ωB97M-V functional and the def2-TZVPD basis.

XYZ file:
```
61
Properties=species:S:1:pos:R:3:lowdin_charge:R:1
I -0.0557 -1.6012 -6.3728 0.13
I -0.0637 1.0564 -7.4427 0.22
Pr -0.0383 -1.0068 -1.3477 1.07
P -2.8430 -0.1616 -1.8766 0.77
C -3.8376 -0.1626 -3.4060 -0.25
C -3.6977 -1.5309 -0.9545 -0.24
H -4.7749 -1.3736 -0.8922 0.07
H -4.6149 1.3244 -0.9602 0.07
H -3.2834 -1.6253 0.0607 0.03
H -3.0431 1.5779 -0.1380 0.03
H -3.6239 -1.0709 -3.9882 0.05
H -3.4942 -2.4659 -1.4875 0.05
C -3.5244 1.3849 -1.1123 -0.23
H -4.9177 -0.1220 -3.1886 0.07
H -3.2895 2.2360 -1.7791 0.07
H -3.5654 0.7006 -4.0340 0.06
P 2.7608 -0.1695 -1.9552 0.79
C 3.8640 -0.1428 -3.4161 -0.24
C 3.3416 1.3906 -1.1338 -0.21
H 3.1096 -1.5500 0.0389 0.04
H 4.6458 -1.3333 -0.8409 0.07
H 3.4008 -2.4537 -1.4573 0.06
C 3.5761 -1.4977 -0.9533 -0.23
H 2.7461 1.5801 -0.2275 0.03
H 4.4076 1.3380 -0.8667 0.07
H 4.9324 -0.1164 -3.1352 0.08
H 3.6395 0.7365 -4.0478 0.06
H 3.1745 2.2310 -1.8253 0.06
H 3.6841 -1.0377 -4.0377 0.06
C 0.1349 0.4950 -3.2162 -0.18
O 0.1123 0.7822 -4.3454 -0.10
C -0.7960 3.0322 0.9240 -0.06
C 0.4470 2.6915 1.7446 -0.37
C 0.7431 3.8341 2.7125 -0.07
C 0.2837 1.3906 2.5230 -0.11
C 0.1733 1.2863 3.9079 -0.01
C -0.0053 0.0312 4.5016 -0.06
C -0.0512 -1.1357 3.7768 -0.04
C 0.0525 -1.1278 2.3807 -0.13
C -0.0370 -2.4650 1.6350 -0.38
C 1.2009 -3.3128 2.0028 -0.04
C -1.3060 -3.2244 2.0501 -0.05
C 0.2198 0.1629 1.7786 -0.27
O 0.3284 0.2918 0.4721 -0.30
H -1.7022 3.0341 1.5638 0.10
H -0.9445 2.3131 0.1075 0.04
H -0.6877 4.0423 0.5005 0.09
H 1.2937 2.5484 1.0558 0.12
H -0.1504 4.0414 3.3286 0.10
H 1.5847 3.5832 3.3760 0.09
H 0.9859 4.7441 2.1526 0.09
H 0.2214 2.1343 4.6039 0.12
H -0.1143 -0.0455 5.5891 0.12
H -0.2117 -2.0559 4.3421 0.12
H -0.0449 -2.2992 0.5326 0.03
H 1.1615 -3.6140 3.0699 0.11
H 1.2428 -4.2269 1.3911 0.09
H 2.1505 -2.7678 1.8441 0.08
H -2.2234 -2.6299 1.9316 0.08
H -1.4293 -4.1228 1.4366 0.09
H -1.2480 -3.5455 3.1036 0.10
```

Summary:
LUMO (alpha / beta)   -7.84 / -7.69 eV
Frontier orbital gap (alpha / beta)   5.19 / 5.36 eV
Strongest force on any atom   6.96 eV/Å
Net charge   +2
Expectation value of S²   2.005
Multiplicity   3
Molar mass   752.15 g mol⁻¹

C19H35IrN10O3STe as an isolated structure at a distorted geometry. Source: OMol25; level of theory: the ωB97M-V functional and the def2-TZVPD basis.

XYZ file:
```
70
Properties=species:S:1:pos:R:3:lowdin_charge:R:1
Ir -0.0287 0.3740 0.3622 0.78
N -4.0870 -1.7664 -0.3282 0.15
C -3.1951 -0.7199 -0.2384 -0.50
O -2.1045 -0.9347 0.3602 -0.14
C -3.5306 0.4771 -0.9117 -0.12
C -2.7049 1.6599 -0.8059 -0.23
N -1.5107 3.1781 -0.5411 0.09
C -4.7256 0.5680 -1.6420 -0.24
N -5.7069 0.6463 -2.2511 0.15
H -5.0188 -1.5563 -0.6512 0.09
H -4.0125 -2.4895 0.3656 0.10
Te 0.6996 1.8009 -2.0050 1.01
N 0.3350 -4.5865 -2.3774 0.06
C 0.6121 -3.3897 -3.2409 -0.09
C 0.9886 -2.2180 -2.3317 -0.24
N -0.0268 -1.9385 -1.3330 -0.12
C -0.3374 -3.1097 -0.5350 -0.20
C -0.7647 -4.2962 -1.3963 -0.09
H 1.1831 -4.8025 -1.8506 0.18
H 0.1051 -5.3967 -2.9510 0.18
H -0.2943 -3.1684 -3.8033 0.14
H 1.4163 -3.6284 -3.9358 0.14
H 1.1537 -1.3259 -2.9375 0.09
H 1.9273 -2.4404 -1.8138 0.10
H -0.8652 -1.5473 -1.7542 0.11
H -1.1376 -2.8476 0.1555 0.10
H 0.5527 -3.3731 0.0510 0.12
H -1.6615 -4.0510 -1.9648 0.14
H -0.9523 -5.1863 -0.7971 0.14
C -5.1049 4.1223 -1.0415 -0.04
N -3.6552 3.9932 -1.0853 -0.09
C -3.0429 3.6566 -2.3622 -0.04
C -2.0274 2.6380 -1.8753 -0.55
O -1.1504 2.1354 -2.7517 -0.51
N -1.4947 1.7634 -0.0782 -0.10
C -2.9993 3.1522 -0.1676 -0.43
N -3.3955 3.1919 1.1633 0.18
H -5.3863 5.0088 -1.6081 0.09
H -5.4248 4.2470 -0.0107 0.08
H -5.6130 3.2506 -1.4676 0.07
H -2.5362 4.5116 -2.8145 0.14
H -3.7478 3.2212 -3.0753 0.14
H -2.7928 2.6286 1.7544 0.07
H -3.4609 4.1383 1.5158 0.11
C 0.6707 0.1646 3.3906 -0.07
C -0.2401 0.8474 2.3929 -0.50
O -1.1442 1.5411 2.7530 0.01
H 0.4826 0.5517 4.3911 0.09
H 1.7146 0.3270 3.1198 0.04
H 0.4706 -0.9087 3.3741 0.08
C 3.3619 2.3304 0.8049 -0.06
N 3.8673 1.2300 1.6053 -0.17
C 4.7150 1.6146 2.7256 -0.02
C 3.4882 -0.0272 1.4032 -0.70
S 2.2611 -0.4564 0.2966 0.62
N 4.1963 -0.9927 2.0955 -0.22
C 5.5969 -1.1430 1.6857 -0.04
C 3.5483 -2.2821 2.2986 -0.10
H 4.1697 3.0426 0.6364 0.10
H 2.5379 2.8388 1.3094 0.11
H 3.0081 1.9678 -0.1545 -0.01
H 4.2527 2.4524 3.2481 0.10
H 5.7017 1.9309 2.3806 0.10
H 4.8281 0.7795 3.4090 0.10
H 6.0439 -0.1732 1.4823 0.08
H 5.6730 -1.7580 0.7825 0.10
H 6.1553 -1.6253 2.4867 0.10
H 2.5189 -2.1356 2.6119 0.06
H 4.0873 -2.8098 3.0851 0.10
H 3.5577 -2.8973 1.3925 0.08
```

Summary:
LUMO (alpha / beta)   -3.66 / -3.45 eV
Frontier orbital gap (alpha / beta)   5.26 / 5.44 eV
Strongest force on any atom   2.73 eV/Å
Net charge   +1
ΔE to the lowest compared entry with this formula, charge and spin   170.94 kcal/mol
Expectation value of S²   0.959
Multiplicity   2
Molar mass   803.44 g mol⁻¹